Entry 1:
{
  "formula": "C3H6N4S",
  "method": "ωB97M-V/def2-TZVPD",
  "e_tot_ev": -20000.210,
  "smiles": "[H]/N=c1/c(=S)[nH][nH]n1C",
  "multiplicity": 1,
  "de_lowest_kcal_mol": 95.1,
  "elements": ["C", "C", "C", "N", "N", "N", "N", "S", "H", "H", "H", "H", "H", "H"],
  "positions_angstrom": [[0.81015, -0.65639, -0.03054], [-0.11619, -1.57666, 1.12725], [0.18309, 1.67376, -0.94328], [1.93050, -1.11114, -0.41713], [-1.28127, -0.90986, 1.10445], [-1.30918, 0.29578, 0.40093], [0.04260, 0.47280, -0.20284], [0.49396, -2.75724, 1.93493], [0.13330, 2.71345, -0.26946], [1.16669, 1.80770, -1.45423], [-0.59272, 1.61382, -1.69018], [2.55494, -0.54668, -0.86232], [-2.03869, -1.14860, 1.73107], [-1.97718, 0.12925, -0.42865]],
  "nbo_charge": [0.41, -0.02, -0.42, -0.71, -0.45, -0.25, -0.31, 0.00, 0.21, 0.24, 0.20, 0.35, 0.42, 0.33]
}

Entry 2:
{
  "formula": "C3H6N4S",
  "method": "ωB97M-V/def2-TZVPD",
  "e_tot_ev": -19998.916,
  "smiles": "CN1N=NCC=[N+]1[S-]",
  "multiplicity": 1,
  "de_lowest_kcal_mol": 125.0,
  "elements": ["C", "C", "C", "N", "N", "N", "N", "S", "H", "H", "H", "H", "H", "H"],
  "positions_angstrom": [[-0.03411, 1.63908, -0.13265], [1.44608, 1.41854, -0.22179], [-0.84754, -1.95391, 0.05324], [1.76178, 0.29858, 0.67332], [1.07739, -0.65816, 0.66988], [-0.19606, -0.70928, -0.02585], [-0.85116, 0.60024, -0.13986], [-2.52100, 0.58895, 0.06905], [-0.39579, 2.54182, 0.13558], [1.87377, 1.00574, -1.14020], [1.92572, 2.28368, -0.01065], [-1.95443, -1.84470, -0.38510], [-0.34748, -2.67977, -0.55790], [-0.93718, -2.53082, 1.01292]],
  "nbo_charge": [0.04, -0.34, -0.46, -0.11, 0.06, -0.18, -0.22, -0.16, 0.22, 0.23, 0.22, 0.27, 0.21, 0.22]
}

Entry 3:
{
  "formula": "C3H6N6",
  "method": "ωB97M-V/def2-TZVPD",
  "e_tot_ev": -12143.798,
  "smiles": "C1CN2NN=NC2=NN1",
  "multiplicity": 1,
  "de_lowest_kcal_mol": 159.0,
  "elements": ["C", "C", "C", "H", "H", "H", "H", "H", "H", "N", "N", "N", "N", "N", "N"],
  "positions_angstrom": [[-0.58560, -0.23316, -1.36919], [0.83046, -0.09786, -0.82766], [-0.59254, 0.34544, 1.07575], [-1.01066, -1.27207, -1.04823], [-0.50437, -0.02988, -2.48977], [1.37962, 0.33465, -1.70922], [1.25077, -1.18780, -0.80050], [2.43569, -0.36486, 1.48881], [-2.31975, 0.86736, -1.24235], [0.68788, 0.33070, 0.53991], [1.30299, -0.44557, 1.54354], [0.65686, -0.19289, 2.78209], [-0.40770, 0.29954, 2.44336], [-1.70406, 0.74317, 0.51216], [-1.41958, 0.90322, -0.89872]],
  "nbo_charge": [-0.27, -0.25, 0.38, 0.19, 0.22, 0.23, 0.20, 0.39, 0.37, -0.28, -0.34, 0.07, -0.19, -0.27, -0.45]
}

Entry 4:
{
  "formula": "C3H6N6O3",
  "method": "ωB97M-V/def2-TZVPD",
  "e_tot_ev": -18281.618,
  "smiles": "O=NN1CCCN(N=O)N1N=O",
  "multiplicity": 1,
  "de_lowest_kcal_mol": 171.7,
  "elements": ["C", "C", "C", "N", "N", "N", "N", "N", "N", "O", "O", "O", "H", "H", "H", "H", "H", "H"],
  "positions_angstrom": [[0.44000, 0.66327, 1.39586], [-0.17774, -0.68880, 1.22169], [-0.21234, 1.56583, 0.36303], [0.84678, -2.16186, -0.54654], [0.87721, 1.48759, -1.88892], [-1.68861, -0.37751, -1.73279], [0.04134, -1.23745, -0.12883], [0.13395, 0.92297, -0.95872], [-0.42606, -0.32083, -1.02956], [1.43733, -2.77968, 0.33172], [1.13225, 0.77057, -2.80409], [-2.28152, -1.45204, -1.79715], [0.25966, 0.83832, 2.34634], [1.49525, 0.61211, 1.23891], [0.48269, -1.42187, 1.86939], [-1.29261, -0.69416, 1.43935], [-1.28168, 1.63935, 0.51156], [0.21411, 2.63419, 0.16875]],
  "nbo_charge": [-0.43, -0.27, -0.23, 0.28, 0.27, 0.28, -0.10, -0.12, -0.04, -0.38, -0.34, -0.29, 0.22, 0.22, 0.26, 0.23, 0.21, 0.24]
}

Entry 5:
{
  "formula": "C3H6N6O5",
  "method": "ωB97M-V/def2-TZVPD",
  "e_tot_ev": -22374.891,
  "multiplicity": 1,
  "de_lowest_kcal_mol": 8.7,
  "elements": ["C", "C", "C", "N", "N", "N", "N", "N", "N", "O", "O", "O", "O", "O", "H", "H", "H", "H", "H", "H"],
  "positions_angstrom": [[-1.33245, -0.05337, 1.20980], [0.39466, 1.37291, 0.07092], [-0.90158, -2.03511, 0.06970], [0.17335, -2.44151, -0.15781], [-1.82859, -1.35341, 0.77151], [-0.92823, 0.77749, 0.06243], [1.48534, 0.77183, -0.63871], [-1.71214, 1.10390, -0.93611], [2.44172, 0.23630, -0.07729], [1.11370, -3.11649, -0.50099], [-2.59331, 0.33019, -1.23389], [-1.46272, 2.07085, -1.61710], [2.62713, 0.04391, 1.07896], [3.39886, -0.23884, -0.86257], [-2.08634, 0.46566, 1.71989], [-0.43119, -0.31663, 1.81387], [0.29253, 2.37810, -0.39376], [0.75356, 1.36766, 1.18397], [3.29025, -0.16759, -1.77993], [-2.69452, -1.19585, 0.21710]],
  "nbo_charge": [-0.05, -0.12, 0.32, 0.15, -0.62, -0.28, -0.34, 0.65, 0.61, -0.43, -0.43, -0.39, -0.41, -0.49, 0.21, 0.24, 0.26, 0.21, 0.50, 0.43]
}

Entry 6:
{
  "formula": "C3H6N6O5",
  "method": "ωB97M-V/def2-TZVPD",
  "e_tot_ev": -22375.269,
  "multiplicity": 1,
  "de_lowest_kcal_mol": 0.0,
  "elements": ["C", "C", "C", "N", "N", "N", "N", "N", "N", "O", "O", "O", "O", "O", "H", "H", "H", "H", "H", "H"],
  "positions_angstrom": [[-0.48436, -0.72090, 1.45724], [1.24579, -0.72791, -0.45130], [-2.07167, 0.95345, 0.80283], [-2.05585, 1.17254, -0.37810], [-1.39546, 0.41624, 1.72049], [0.77809, -0.32464, 0.90832], [0.10621, -0.45173, -1.37941], [1.59505, 0.31927, 1.74150], [0.44178, -0.11816, -2.54770], [-2.53106, 1.36014, -1.48225], [1.09265, 0.61888, 2.78381], [2.70260, 0.47880, 1.40438], [1.50555, -0.20139, -3.10195], [-0.60492, 0.28165, -3.34890], [-0.29617, -1.08910, 2.51502], [-0.95037, -1.56862, 0.80500], [2.15658, -0.20157, -0.86283], [1.46044, -1.71756, -0.42425], [-1.18623, 0.86050, -2.85856], [-1.50864, 0.66012, 2.69665]],
  "nbo_charge": [-0.07, -0.10, 0.35, 0.13, -0.61, -0.28, -0.32, 0.67, 0.57, -0.46, -0.44, -0.39, -0.39, -0.52, 0.23, 0.24, 0.26, 0.20, 0.51, 0.42]
}

Entry 7:
{
  "formula": "C3H6NO",
  "method": "ωB97M-V/def2-TZVPD",
  "e_tot_ev": -6735.031,
  "charge": 1,
  "multiplicity": 1,
  "de_lowest_kcal_mol": 67.9,
  "elements": ["C", "C", "C", "N", "O", "H", "H", "H", "H", "H", "H"],
  "positions_angstrom": [[0.01764, 0.15601, -2.31827], [-0.49007, 0.16756, -1.17719], [-1.10324, 0.52871, -0.01902], [0.74327, -1.12862, 1.35969], [-0.79471, 1.66292, 0.54291], [0.44317, 0.11003, -3.27007], [-2.04014, -0.12455, 0.30113], [0.93308, -2.00705, 1.79499], [1.00816, -0.40479, 1.99711], [1.27182, -1.13966, 0.51148], [0.01103, 2.17944, 0.27725]],
  "nbo_charge": [0.13, -0.23, 0.45, -1.06, -0.54, 0.27, 0.30, 0.39, 0.38, 0.37, 0.55]
}

Entry 8:
{
  "formula": "C3H6NO2",
  "method": "ωB97M-V/def2-TZVPD",
  "e_tot_ev": -8794.751,
  "smiles": "NCCC(=O)[O-]",
  "charge": -1,
  "multiplicity": 1,
  "de_lowest_kcal_mol": 10.7,
  "elements": ["C", "C", "C", "O", "O", "N", "H", "H", "H", "H", "H", "H"],
  "positions_angstrom": [[-0.29395, 0.44904, 0.68827], [0.22016, -0.30096, -0.51655], [1.71067, -0.13916, -0.87726], [2.34304, 0.66525, -0.14517], [2.15758, -0.81922, -1.82281], [-1.63684, -0.02191, 1.10535], [0.39853, 0.30867, 1.51263], [-0.31120, 1.50105, 0.42825], [0.06888, -1.39175, -0.42856], [-0.39398, -0.15484, -1.40415], [-2.33746, 0.69420, 0.95031], [-1.92542, -0.79037, 0.50970]],
  "nbo_charge": [-0.22, -0.54, 0.76, -0.80, -0.79, -0.85, 0.19, 0.18, 0.19, 0.19, 0.34, 0.34]
}

Entry 9:
{
  "formula": "C3H6NO2",
  "method": "ωB97M-V/def2-TZVPD",
  "e_tot_ev": -8793.970,
  "smiles": "C[C@H](N)C(=O)[O-]",
  "charge": -1,
  "multiplicity": 1,
  "de_lowest_kcal_mol": 28.8,
  "elements": ["O", "C", "O", "C", "C", "N", "H", "H", "H", "H", "H", "H"],
  "positions_angstrom": [[-1.62225, -0.98199, -0.31648], [-0.57695, -0.57193, 0.38340], [-0.05892, -1.03784, 1.45222], [0.04878, 0.71869, -0.20615], [0.73630, 0.53225, -1.71577], [1.17771, 1.13027, 0.66095], [-0.65609, 1.50281, -0.39832], [1.40741, 1.22504, -2.15736], [1.08166, -0.47267, -1.72347], [-0.04785, 0.57402, -2.45790], [0.56563, 1.16676, 1.46248], [1.60582, 0.17678, 0.79314]],
  "nbo_charge": [-0.80, 0.72, -0.78, -0.15, -0.62, -0.85, 0.18, 0.19, 0.20, 0.19, 0.35, 0.36]
}

Entry 10:
{
  "formula": "C3H6NO2",
  "method": "ωB97M-V/def2-TZVPD",
  "e_tot_ev": -8779.493,
  "charge": 1,
  "multiplicity": 1,
  "de_lowest_kcal_mol": 149.6,
  "elements": ["C", "C", "C", "N", "O", "O", "H", "H", "H", "H", "H", "H"],
  "positions_angstrom": [[-0.24859, 0.54546, 0.41219], [-1.02186, -0.20502, -0.50695], [-0.56218, -1.39165, -1.15986], [-0.14472, 0.98575, 1.55720], [1.38386, 0.63251, -0.25533], [1.05013, 1.65741, 1.86466], [-2.02849, -0.01123, -0.78464], [0.53436, -1.46699, -1.12023], [-0.86289, -1.39775, -2.20582], [-0.93135, -2.39914, -0.88488], [1.76953, 1.42022, 0.23913], [1.06219, 1.63043, 2.84453]],
  "nbo_charge": [0.32, 0.32, -0.77, 0.00, -0.68, -0.48, 0.26, 0.30, 0.32, 0.37, 0.51, 0.53]
}